Entry 1:
Entry from the OMol25 dataset: 2 unconnected molecules or ions with the total composition C9H14O in a non-equilibrium geometry (ωB97M-V with the def2-TZVPD basis set).

Bonds (Å) are listed after each position.
Geometry (Å):
1 O -1.0622 2.4558 -0.0220  C5 1.401, H15 0.980
2 C -1.2818 -1.1120 0.8942  C7 1.429, C8 1.361, H16 1.078
3 C 0.7631 -0.3161 -2.6574  C10 1.541, H12 1.083, H13 1.139, H19 1.074
4 C 0.4494 -2.7024 1.9311  C7 1.483, H11 1.113, H22 1.105, H24 1.064
5 C -0.5897 1.1684 0.2648  O1 1.401, C6 1.379, C8 1.418
6 C 0.6434 0.9696 0.8491  C5 1.379, C9 1.410, H17 1.073
7 C 0.0112 -1.3713 1.4456  C2 1.429, C4 1.483, C9 1.369
8 C -1.4685 0.0564 0.2219  C2 1.361, C5 1.418, H23 1.103
9 C 0.8991 -0.3374 1.3117  C6 1.410, C7 1.369, H18 1.109
10 C 1.2139 1.1235 -2.9716  C3 1.541, H14 1.079, H20 1.098, H21 1.096
11 H -0.2741 -3.5357 2.0750  C4 1.113
12 H 1.5241 -0.8164 -2.0716  C3 1.083
13 H -0.1978 -0.1976 -2.0570  C3 1.139
14 H 0.3236 1.6559 -3.2696  C10 1.079
15 H -1.9742 2.3971 0.3317  O1 0.980
16 H -2.1243 -1.7827 0.9418  C2 1.078
17 H 1.4246 1.7001 0.7620  C6 1.073
18 H 1.9215 -0.4319 1.7299  C9 1.109
19 H 0.4881 -0.8682 -3.5368  C3 1.074
20 H 1.7908 1.5807 -2.1568  C10 1.098
21 H 1.8209 1.1303 -3.8841  C10 1.096
22 H 1.1548 -3.1230 1.1911  C4 1.105
23 H -2.4370 0.2556 -0.2664  C8 1.103
24 H 0.9047 -2.7171 2.8925  C4 1.064

Computed properties:
DFT total energy = -426.5355 Ha
Total charge = 0
Largest force on an atom = 2.67 eV Å⁻¹
Structure (SMILES) = Cc1ccc(O)cc1.CC
HOMO = -8.5811 eV



Entry 2:
Entry from the OMol25 dataset: 2 unconnected molecules or ions with the total composition C9H14O in a non-equilibrium geometry (ωB97M-V with the def2-TZVPD basis set).

Bonds (Å) are listed after each position.
Geometry (Å):
1 O 2.5729 0.7175 0.1809  C8 1.378, H17 0.947
2 C -1.4650 1.5776 0.0866  C4 1.497, C6 1.378, C7 1.413
3 C 1.0509 -2.3775 0.2793  C10 1.503, H18 1.077, H21 1.090, H22 1.088
4 C -2.9604 1.5193 0.1336  C2 1.497, H12 1.086, H14 1.091, H15 1.081
5 C 0.5600 1.1969 1.3664  C7 1.374, C8 1.397, H24 1.081
6 C -0.7126 1.6604 -1.0651  C2 1.378, C9 1.393, H11 1.086
7 C -0.7797 1.4995 1.3200  C2 1.413, C5 1.374, H23 1.086
8 C 1.2647 1.1515 0.1607  O1 1.378, C5 1.397, C9 1.381
9 C 0.6503 1.3719 -1.0559  C6 1.393, C8 1.381, H19 1.084
10 C 0.9326 -3.2881 -0.9100  C3 1.503, H13 1.097, H16 1.091, H20 1.086
11 H -1.2339 1.9506 -1.9729  C6 1.086
12 H -3.2249 0.5454 0.5339  C4 1.086
13 H 0.0550 -3.1252 -1.5479  C10 1.097
14 H -3.4761 2.2825 0.7190  C4 1.091
15 H -3.4203 1.6113 -0.8405  C4 1.081
16 H 0.8049 -4.3444 -0.6695  C10 1.091
17 H 3.1824 1.2805 0.6383  O1 0.947
18 H 1.9624 -2.5127 0.8366  C3 1.077
19 H 1.3353 1.5005 -1.8867  C9 1.084
20 H 1.7508 -3.3743 -1.6194  C10 1.086
21 H 1.1695 -1.3722 -0.1238  C3 1.090
22 H 0.2045 -2.3849 0.9627  C3 1.088
23 H -1.3629 1.7666 2.1964  C7 1.086
24 H 1.1394 1.1475 2.2774  C5 1.081

Computed properties:
DFT total energy = -426.5445 Ha
Total charge = 0
Largest force on an atom = 2.18 eV Å⁻¹
Structure (SMILES) = Cc1ccc(O)cc1.CC
HOMO = -8.6043 eV



Entry 3:
Entry from the OMol25 dataset: 2 unconnected molecules or ions with the total composition C9H14O in a non-equilibrium geometry (ωB97M-V with the def2-TZVPD basis set).

Bonds (Å) are listed after each position.
Geometry (Å):
1 O -0.0041 1.8386 3.2277  C4 1.384, H21 0.972
2 C -1.7288 0.5022 2.1609  C4 1.439, C10 1.415, H20 1.067
3 C -2.4209 -0.0724 -1.4437  C7 1.501, H11 1.066, H13 1.132, H15 1.064
4 C -0.5290 1.2907 2.0708  O1 1.384, C2 1.439, C9 1.401
5 C 1.9284 -1.0235 -0.8838  C8 1.519, H18 1.097, H23 1.062, H24 1.028
6 C -0.5189 1.2467 -0.3774  C7 1.406, C9 1.387, H12 1.032
7 C -1.6111 0.3692 -0.2594  C3 1.501, C6 1.406, C10 1.416
8 C 3.1748 -1.7917 -1.2883  C5 1.519, H14 1.148, H17 1.084, H19 1.191
9 C -0.0233 1.7091 0.8327  C4 1.401, C6 1.387, H22 1.047
10 C -2.1859 -0.0790 0.9545  C2 1.415, C7 1.416, H16 1.002
11 H -3.4803 0.0180 -1.3621  C3 1.066
12 H -0.3232 1.6010 -1.3273  C6 1.032
13 H -2.1726 -1.1766 -1.4345  C3 1.132
14 H 3.0626 -2.1608 -2.3698  C8 1.148
15 H -1.9292 0.1809 -2.3524  C3 1.064
16 H -2.9858 -0.6781 0.8770  C10 1.002
17 H 3.2354 -2.7522 -0.7894  C8 1.084
18 H 1.0195 -1.3843 -1.3817  C5 1.097
19 H 4.1583 -1.1590 -1.0621  C8 1.191
20 H -2.2438 0.3418 3.0810  C2 1.067
21 H 0.9412 1.9977 3.0666  O1 0.972
22 H 0.8623 2.2496 0.9765  C9 1.047
23 H 1.7283 -1.0483 0.1583  C5 1.062
24 H 2.0461 -0.0197 -1.0741  C5 1.028

Computed properties:
DFT total energy = -426.5131 Ha
Total charge = 0
Largest force on an atom = 6.02 eV Å⁻¹
Structure (SMILES) = Cc1ccc(O)cc1.CC
HOMO = -8.2160 eV



Entry 4:
Entry from the OMol25 dataset: 4 unconnected molecules or ions with the total composition C9H14O10 in a non-equilibrium geometry (ωB97M-V with the def2-TZVPD basis set).

Bonds (Å) are listed after each position.
Geometry (Å):
1 O -15.9089 11.3561 -6.3775  C12 1.357, C18 1.423
2 O -20.5865 7.6360 0.1459  C19 1.185
3 O -16.4379 12.7096 -2.3825  C15 1.184
4 O -21.5646 9.0927 -1.2562  C16 1.418, C19 1.344
5 O -19.3888 9.2448 -0.8312  C14 1.443, C19 1.347
6 O -15.5390 10.6473 -2.5242  C13 1.420, C15 1.358
7 O -16.1005 11.4660 -0.5295  C15 1.360, C17 1.420
8 O -14.1110 12.6283 -6.8916  C12 1.187
9 O -13.9399 10.3820 -6.7301  C11 1.427, C12 1.360
10 O -17.6313 8.4874 -3.5517  H21 0.962, H29 0.964
11 C -14.8294 9.3371 -6.3403  O9 1.427, C18 1.526, H20 1.091, H28 1.088
12 C -14.6046 11.5681 -6.6860  O1 1.357, O8 1.187, O9 1.360
13 C -15.3745 9.5762 -1.6059  O6 1.420, C17 1.534, H30 1.088, H32 1.086
14 C -19.6255 10.3196 -1.7648  O5 1.443, C16 1.549, H24 1.086, H27 1.085
15 C -16.0640 11.7124 -1.8662  O3 1.184, O6 1.358, O7 1.360
16 C -21.1186 10.1209 -2.1256  O4 1.418, C14 1.549, H31 1.089, H33 1.088
17 C -15.3821 10.2758 -0.2412  O7 1.420, C13 1.534, H25 1.086, H26 1.091
18 C -16.1957 9.9763 -6.5727  O1 1.423, C11 1.526, H22 1.092, H23 1.088
19 C -20.5283 8.5727 -0.5774  O2 1.185, O4 1.344, O5 1.347
20 H -14.7035 9.0391 -5.2983  C11 1.091
21 H -16.9480 7.8792 -3.8495  O10 0.962
22 H -16.5791 9.7883 -7.5774  C18 1.092
23 H -16.9357 9.6293 -5.8544  C18 1.088
24 H -19.0136 10.1212 -2.6394  C14 1.086
25 H -15.9169 9.6702 0.4852  C17 1.086
26 H -14.3719 10.4629 0.1253  C17 1.091
27 H -19.4003 11.2569 -1.2677  C14 1.085
28 H -14.6338 8.4909 -6.9956  C11 1.088
29 H -18.2513 7.9225 -3.0771  O10 0.964
30 H -16.2576 8.9418 -1.6527  C13 1.088
31 H -21.2367 9.7717 -3.1503  C16 1.089
32 H -14.4654 9.0344 -1.8489  C13 1.086
33 H -21.6399 11.0708 -2.0242  C16 1.088

Computed properties:
DFT total energy = -1103.7641 Ha
Total charge = 0
Largest force on an atom = 1.06 eV Å⁻¹
Structure (SMILES) = O=C1OCCO1.O=C1OCCO1.O=C1OCCO1.O
HOMO = -10.9842 eV



Entry 5:
Entry from the OMol25 dataset: C9H14O2 in the gas phase in a non-equilibrium geometry (ωB97M-V with the def2-TZVPD basis set).

Bonds (Å) are listed after each position.
Geometry (Å):
1 O -1.5181 -3.2728 -0.9907  C3 1.180
2 O -0.8658 -1.5375 -2.0947  C3 1.378, H19 0.949
3 C -0.9397 -2.2474 -0.9157  O1 1.180, O2 1.378, C9 1.509
4 C -0.9748 0.6432 -0.0434  C8 1.518, C10 1.562, H15 1.110, H22 1.142
5 C 1.1436 2.4626 1.1401  C7 1.530, C11 1.594, H17 1.121, H18 1.120
6 C 0.5289 0.1032 1.8548  C8 1.443, C11 1.577, H12 1.170, H25 1.153
7 C 0.7656 2.6861 -0.3251  C5 1.530, C10 1.558, H21 1.082, H23 1.114
8 C -0.1820 -0.4101 0.7094  C4 1.518, C6 1.443, C9 1.348
9 C -0.1514 -1.6719 0.2347  C3 1.509, C8 1.348, H14 1.161
10 C 0.0936 1.4013 -0.8949  C4 1.562, C7 1.558, H13 1.093, H20 1.186
11 C 1.7416 1.0116 1.4182  C5 1.594, C6 1.577, H16 1.091, H24 1.175
12 H 0.9456 -0.7446 2.5442  C6 1.170
13 H -0.3665 1.6950 -1.8421  C10 1.093
14 H 0.5579 -2.3238 0.8834  C9 1.161
15 H -1.5583 1.3274 0.6067  C4 1.110
16 H 2.1841 0.5853 0.5170  C11 1.091
17 H 0.2027 2.5781 1.7386  C5 1.121
18 H 1.8988 3.2301 1.4480  C5 1.120
19 H -0.3118 -0.7672 -2.0610  O2 0.949
20 H 0.9144 0.5559 -1.0299  C10 1.186
21 H -0.0007 3.4290 -0.1491  C7 1.082
22 H -1.6411 0.1395 -0.8219  C4 1.142
23 H 1.5143 3.1263 -1.0228  C7 1.114
24 H 2.6027 0.9794 2.2169  C11 1.175
25 H -0.0233 0.8014 2.5872  C6 1.153

Computed properties:
DFT total energy = -501.7580 Ha
Total charge = 0
Largest force on an atom = 4.70 eV Å⁻¹
Structure (SMILES) = O=C(O)C=C1CCCCCC1
HOMO = -9.7940 eV



Entry 6:
Entry from the OMol25 dataset: C9H14O4 in the gas phase in a non-equilibrium geometry (ωB97M-V with the def2-TZVPD basis set).

Bonds (Å) are listed after each position.
Geometry (Å):
1 O 1.1101 0.5041 1.0524  C6 1.414, C11 1.403
2 O -0.0500 2.5014 -0.9144  C10 1.419, H19 1.019
3 O 0.5268 -0.9955 -1.6591  C7 1.440, C13 1.472
4 O -0.5062 -2.6246 1.1895  C8 1.371, H15 0.949
5 C -1.1138 0.5031 1.3583  C6 1.525, C12 1.259, H22 1.057
6 C -0.0106 -0.2350 0.6079  O1 1.414, C5 1.525, C7 1.577, C8 1.595
7 C -0.2068 0.0109 -0.9370  O3 1.440, C6 1.577, C9 1.436, C10 1.577
8 C 0.4123 -1.7723 0.6342  O4 1.371, C6 1.595, C13 1.468, H18 1.229
9 C -1.5641 0.0156 -1.4044  C7 1.436, H17 1.092, H20 1.115, H25 1.101
10 C 0.6656 1.3034 -1.1728  O2 1.419, C7 1.577, C11 1.542, H21 1.036
11 C 1.7159 1.1031 -0.0624  O1 1.403, C10 1.542, H23 1.137, H26 1.152
12 C -0.9459 0.8591 2.5543  C5 1.259, H14 1.094, H16 1.069
13 C 0.9120 -2.0582 -0.7167  O3 1.472, C8 1.468, H24 1.149, H27 1.201
14 H -1.6843 1.5281 3.0050  C12 1.094
15 H -1.2857 -2.7682 0.6685  O4 0.949
16 H -0.1073 0.5623 3.1478  C12 1.069
17 H -1.4518 -0.2017 -2.4690  C9 1.092
18 H 1.3428 -2.0055 1.4025  C8 1.229
19 H 0.2937 3.2869 -1.4656  O2 1.019
20 H -2.1537 -0.8184 -0.9570  C9 1.115
21 H 1.1124 1.2227 -2.1042  C10 1.036
22 H -1.8397 0.9018 0.7018  C5 1.057
23 H 2.4208 0.3524 -0.5456  C11 1.137
24 H 2.0063 -2.4082 -0.7454  C13 1.149
25 H -1.9615 1.0241 -1.2139  C9 1.101
26 H 2.1475 2.0926 0.3389  C11 1.152
27 H 0.2770 -2.9832 -1.1450  C13 1.201

Computed properties:
DFT total energy = -652.1616 Ha
Total charge = 0
Largest force on an atom = 4.80 eV Å⁻¹
Structure (SMILES) = C=C[C@]12OC[C@H](O)[C@@]1(C)OC[C@@H]2O
HOMO = -9.0486 eV



Entry 7:
Entry from the OMol25 dataset: 2 unconnected molecules or ions with the total composition C9H14OS in a non-equilibrium geometry (ωB97M-V with the def2-TZVPD basis set).

Bonds (Å) are listed after each position.
Geometry (Å):
1 S -3.3137 -0.3770 0.6749  C3 1.853, H25 1.381
2 O -1.4659 -0.5635 -2.0976  C7 1.361, H17 0.968
3 C -2.7291 0.2872 2.3026  S1 1.853, C4 1.524, H21 1.061, H24 1.139
4 C -1.9444 -0.7123 3.1437  C3 1.524, H13 1.086, H19 1.079, H20 1.065
5 C 0.7616 -1.1526 -1.8596  C6 1.334, C7 1.398, H12 1.161
6 C 2.0382 -0.7697 -1.8060  C5 1.334, C9 1.437, H16 1.104
7 C -0.2586 -0.2468 -1.5557  O2 1.361, C5 1.398, C11 1.369
8 C 1.4203 1.3562 -0.8203  C9 1.377, C11 1.418, H22 1.079
9 C 2.4109 0.5023 -1.2515  C6 1.437, C8 1.377, C10 1.488
10 C 3.8716 0.7729 -1.3286  C9 1.488, H15 1.069, H18 1.080, H23 1.150
11 C 0.0763 0.9996 -1.0994  C7 1.369, C8 1.418, H14 1.061
12 H 0.5265 -2.2677 -2.0831  C5 1.161
13 H -2.3476 -1.7143 3.2567  C4 1.086
14 H -0.6446 1.7045 -0.7704  C11 1.061
15 H 4.4826 -0.0981 -1.4282  C10 1.069
16 H 2.9094 -1.3911 -2.0756  C6 1.104
17 H -2.3186 -0.4940 -1.6443  O2 0.968
18 H 4.0058 1.5573 -2.0581  C10 1.080
19 H -1.9822 -0.4384 4.1871  C4 1.079
20 H -1.0167 -0.8302 2.6352  C4 1.065
21 H -2.4110 1.2734 2.0745  C3 1.061
22 H 1.5653 2.0757 -0.0299  C8 1.079
23 H 4.3454 1.3279 -0.4397  C10 1.150
24 H -3.6412 0.3976 2.9764  C3 1.139
25 H -4.3406 -1.1989 1.0971  S1 1.381

Computed properties:
DFT total energy = -824.6906 Ha
Total charge = 0
Largest force on an atom = 4.50 eV Å⁻¹
Structure (SMILES) = Cc1ccc(O)cc1.CCS
HOMO = -8.2417 eV



Entry 8:
Entry from the OMol25 dataset: 2 unconnected molecules or ions with the total composition C9H14S in a non-equilibrium geometry (ωB97M-V with the def2-TZVPD basis set).

Bonds (Å) are listed after each position.
Geometry (Å):
1 S 0.5297 5.2105 -0.8606  C8 1.947, H18 1.266
2 C 1.0697 -1.1352 0.4415  C3 1.356, C5 1.466, H21 1.019
3 C 1.3652 -1.6904 -0.7604  C2 1.356, C6 1.421, H19 1.066
4 C -0.3924 2.4662 -1.4468  C8 1.562, H12 1.028, H14 1.068, H20 1.179
5 C 0.0565 -1.8008 1.2663  C2 1.466, C9 1.422, C10 1.322
6 C 0.7666 -2.8642 -1.2930  C3 1.421, C7 1.438, H24 1.091
7 C -0.1935 -3.4992 -0.4312  C6 1.438, C10 1.417, H17 1.076
8 C -0.8919 3.8967 -1.0664  S1 1.947, C4 1.562, H13 1.141, H16 1.180
9 C -0.2596 -1.2594 2.5430  C5 1.422, H11 1.107, H15 1.077, H23 1.178
10 C -0.5122 -2.9050 0.8148  C5 1.322, C7 1.417, H22 1.073
11 H 0.3074 -1.7539 3.3544  C9 1.107
12 H 0.5187 2.4990 -0.9727  C4 1.028
13 H -1.2091 3.6963 0.0112  C8 1.141
14 H -1.0701 1.7670 -1.0083  C4 1.068
15 H -1.2996 -1.3832 2.7938  C9 1.077
16 H -1.7674 4.3963 -1.6794  C8 1.180
17 H -0.8870 -4.2624 -0.7392  C7 1.076
18 H 0.9702 4.7326 0.2263  S1 1.266
19 H 2.0316 -1.1100 -1.3560  C3 1.066
20 H -0.3254 2.0114 -2.5327  C4 1.179
21 H 1.3749 -0.2534 0.8497  C2 1.019
22 H -1.3434 -3.3394 1.3369  C10 1.073
23 H 0.0242 -0.1325 2.7370  C9 1.178
24 H 1.1366 -3.2870 -2.2281  C6 1.091

Computed properties:
DFT total energy = -749.4405 Ha
Total charge = 0
Largest force on an atom = 5.31 eV Å⁻¹
Structure (SMILES) = Cc1ccccc1.CCS
HOMO = -8.9098 eV